Entry a
2 unconnected molecules or ions with the total composition C9H14O. Source: the OMol25 dataset; level of theory: ωB97M-V/def2-TZVPD.

Geometry as XYZ:
```
24
Properties=species:S:1:pos:R:3
C -2.3511 0.9290 -1.5049
C -1.7446 -0.1391 -0.6469
C -2.5591 -1.0847 -0.0176
C -1.9553 -2.1453 0.6099
C -0.6050 -2.1730 0.8017
O 0.1185 -3.1654 1.4426
C 0.2245 -1.1107 0.3916
C -0.3780 -0.1595 -0.4553
H -1.5301 1.5610 -1.8463
H -3.0267 1.6325 -1.0270
H -2.7346 0.4816 -2.4327
H -3.6130 -0.8403 -0.0201
H -2.5410 -2.9941 0.9606
H -0.4349 -3.6555 2.0593
H 1.2067 -0.9098 0.7881
H 0.3463 0.5218 -0.9270
C 2.6214 2.0780 0.8075
C 2.7484 1.1978 -0.4403
H 3.4617 2.1068 1.5196
H 2.6922 3.1095 0.4512
H 1.7303 1.9561 1.4271
H 3.4577 1.7694 -1.0372
H 1.7782 0.8400 -0.7861
H 3.0875 0.1938 -0.1179
```

Summary:
Frontier orbital gap (eV): 9.35
HOMO level (eV): -8.47
Multiplicity: 1
LUMO level (Eh): 0.0324
M (u): 138.21

---

Entry b
2 unconnected molecules or ions with the total composition C9H14O. Source: the OMol25 dataset; level of theory: ωB97M-V/def2-TZVPD.

Geometry as XYZ:
```
24
Properties=species:S:1:pos:R:3
C -0.0596 -3.8384 0.8882
C 0.3322 -2.5310 0.2141
C -0.4865 -1.8481 -0.6831
C -0.1814 -0.5859 -1.1668
C 1.0918 -0.0964 -0.8854
O 1.4860 1.0645 -1.4847
C 1.8829 -0.7468 0.0480
C 1.5999 -2.0345 0.5411
H -0.1914 -3.5485 1.9385
H 0.7006 -4.6173 0.8985
H -1.0234 -4.2573 0.6014
H -1.4555 -2.2696 -0.9243
H -0.8118 -0.0722 -1.8747
H 2.2868 1.3596 -1.0920
H 2.8383 -0.3035 0.3134
H 2.2415 -2.5253 1.2493
C -1.2016 3.6142 -0.5830
C -1.3399 3.1270 0.8468
H -0.7045 4.5842 -0.5371
H -0.6607 2.8621 -1.1494
H -2.1976 3.8168 -0.9812
H -1.9059 3.7512 1.5468
H -1.8805 2.1797 0.9961
H -0.3598 2.9156 1.2794
```

Summary:
Frontier orbital gap (eV): 9.25
HOMO level (eV): -8.38
Multiplicity: 1
LUMO level (Eh): 0.0321
M (u): 138.21

---

Which structure is the least stable? The one labeled entry a.